Entry 1:
The following is a quantum chemistry calculation of C22H18AgClN4OS as an isolated structure, from the OMol25 dataset.

HOMO level in eV: -6.73
Energy above the lowest of the compared OMol25 structures with the same formula, charge and spin in kJ/mol: 5.2

XYZ file:
```
48
C22H18AgClN4OS (ωB97M-V/def2-TZVPD)
C 2.87290 -3.20587 0.77259
H -0.52236 -2.41628 2.51751
H 4.94150 0.01305 1.18513
H -5.79647 -1.55263 -1.91621
C 2.95469 -0.77902 0.89202
C -0.19612 2.87570 0.41635
C -5.44893 -2.42628 -1.36649
H -1.90119 5.78902 0.00589
C 1.37338 4.51615 2.04486
H -1.57656 1.17426 5.05591
C -0.92553 -1.50156 2.93372
N -1.60747 -0.63808 2.23790
H 1.98809 5.12712 2.69352
C 2.45697 0.57103 0.91935
H 4.72362 -4.23676 1.00080
Ag -0.62919 -0.34546 0.02544
H -5.51151 -2.20871 -0.30139
H 2.52016 2.73618 2.44562
C 2.15468 -1.96338 0.70894
H -2.44904 1.29158 2.55152
C -2.02552 2.54234 -0.94112
Cl 6.70956 -2.20734 1.34998
H 0.05388 6.11254 1.51753
O 0.90133 -1.98085 0.49696
C -1.64649 4.73916 -0.09644
C -1.45798 0.43558 4.27855
C -2.40193 3.90057 -0.85870
S -0.54987 -0.99249 4.52084
H -3.95836 -3.08481 -2.81100
H -3.27744 4.25099 -1.38930
C 4.22227 -3.27672 0.96765
C -1.89366 0.47759 2.99725
H 3.24790 1.33132 0.97464
C 0.96197 2.32633 1.06485
N 1.23763 0.96616 0.88805
C -3.08725 -1.66732 -1.56444
C 4.97833 -2.10048 1.11580
H 2.28670 -4.10676 0.63670
C -4.01372 -2.78799 -1.76427
C 4.35415 -0.89282 1.07138
N -0.97666 2.05029 -0.33971
H -3.64800 -3.62739 -1.17422
C 1.69254 3.15074 1.88364
N -2.35956 -0.79587 -1.40566
C -0.50700 4.24328 0.58083
C 0.30474 5.06468 1.40240
H -2.61215 1.83925 -1.52713
H -6.11210 -3.25993 -1.58910
```

---

Entry 2:
The following is a quantum chemistry calculation of a 2-piece molecular cluster, C5H8N4O overall at a distorted geometry, from the OMol25 dataset.

SMILES string: [H]/N=C1/C(=C=N)N=CN1C.O
HOMO level in eV: -7.67
Energy above the lowest of the compared OMol25 structures with the same formula, charge and spin in kJ/mol: 384.8

XYZ file:
```
18
C5H8N4O (ωB97M-V/def2-TZVPD)
H -4.07418 -0.09810 -1.93671
C -1.81695 -3.62999 -1.79651
H -2.60174 -5.67722 1.85970
H -3.76465 -2.39119 0.60486
H -3.34323 -0.23233 -0.58493
N -1.20226 -4.89159 -1.69938
H -2.07567 -0.74690 -2.81896
H -4.09139 -4.80020 1.40619
C -2.72320 -3.44057 -0.66549
H -2.71045 -3.91649 2.11976
C -2.99526 -4.74136 1.45220
N -3.43550 -2.40025 -0.35684
C -1.55123 -5.33776 -0.53860
O -3.46487 0.45668 -1.44130
C -1.44840 -2.67313 -2.68071
H -1.15411 -6.23392 -0.06154
N -2.44824 -4.53447 0.13077
N -1.44016 -1.60319 -3.23272
```

---

Entry 3:
The following is a quantum chemistry calculation of a 2-piece molecular cluster, CH5ClNPS overall at a distorted geometry, from the OMol25 dataset.

2S+1: 3
HOMO level (spin up / spin down) in eV: -8.48 / -8.60

XYZ file:
```
10
CH5ClNPS (ωB97M-V/def2-TZVPD)
H -1.01692 1.70784 0.95600
H -0.10858 -1.17988 1.21137
Cl 1.50417 0.43552 -1.64741
C -0.08560 1.44722 0.49951
H 0.40322 1.02282 1.39700
H 0.31802 -2.16474 -0.15969
P -0.11494 0.03117 -0.69514
H 0.58342 2.30786 0.24807
S -1.88692 -2.32828 -2.07376
N 0.40413 -1.27952 0.26404
```

---

Entry 4:
The following is a quantum chemistry calculation of an isolated molecule of C24H24N4O4 at a distorted geometry, from the OMol25 dataset.

SMILES string: Cc1ccccc1CNc1ccc([C@@H](CC(N)=O)NC(=O)c2ccccc2)cc1[N+](=O)[O-]
HOMO level in eV: -8.23
Energy above the lowest of the compared OMol25 structures with the same formula, charge and spin in kJ/mol: 282.0

XYZ file:
```
56
C24H24N4O4 (ωB97M-V/def2-TZVPD)
C 1.69235 -0.35445 -0.03343
C -3.20349 -2.08658 1.45105
C -0.32146 -1.67701 0.42126
C -5.32273 1.88159 -0.12085
C -6.11910 2.97759 0.16040
C 5.18181 0.90220 -0.06371
C 7.04993 2.06972 0.92242
O 2.85092 -1.98349 1.91179
H -2.58005 -3.33367 -0.21003
C -2.49385 -1.26631 -0.85120
H -2.57090 -1.50541 -1.92231
H 6.21684 -2.17126 -1.07538
C 7.26732 -0.22590 0.28699
C 3.75084 0.93121 -0.53270
H -4.09499 2.86297 -3.10486
O -3.57714 -1.01207 1.88023
O 1.00797 -3.03914 2.22495
C -3.71908 0.69224 -1.68574
H -5.50525 4.83704 -2.59235
C -0.37516 -0.00271 -1.26406
H -6.69677 2.99823 1.07294
C 7.81621 0.92188 0.82724
C -1.03688 -1.00619 -0.53450
N -3.26008 -0.05320 -0.65969
H -3.49046 0.15536 0.30413
C 1.02548 -1.38314 0.68306
H -0.75465 -2.46566 1.01222
H -2.50652 -3.97649 1.95024
H 7.46715 2.97294 1.34111
H -0.92167 0.52306 -2.03238
C 0.93334 0.31198 -1.02365
N 1.65910 -2.17284 1.66051
H -4.15137 -2.53949 -0.38697
H 7.86878 -1.12034 0.21251
O -3.43307 0.45239 -2.84787
C -5.45282 4.01073 -1.89877
C -3.12502 -2.40682 -0.03454
H -2.88776 -2.93411 3.26948
C -4.66194 2.91501 -2.18728
H 8.83951 0.92051 1.17164
N 2.96657 -0.02614 0.21121
C 5.95331 -0.25920 -0.16471
C 5.74067 2.05196 0.47904
C 5.40559 -1.53646 -0.72688
N -2.87374 -3.10000 2.27585
H 4.86157 -2.08517 0.04210
H -6.80371 4.89738 -0.49324
H 5.13956 2.94703 0.55390
H 4.72657 -1.35432 -1.55683
H 1.40408 1.09225 -1.59862
H -5.30387 1.05367 0.57264
C -6.18159 4.04425 -0.72129
H 3.43339 -0.53787 0.95382
H 3.34158 1.94018 -0.39589
C -4.58037 1.84707 -1.29795
H 3.70554 0.69362 -1.60504
```

---

Entry 5:
The following is a quantum chemistry calculation of an isolated molecule of C2HBrClNO2 at a distorted geometry, from the OMol25 dataset.

SMILES string: O=[N+]([O-])/C=C(/Cl)Br
HOMO level in eV: -10.24
Energy above the lowest of the compared OMol25 structures with the same formula, charge and spin in kJ/mol: 208.3

XYZ file:
```
8
C2HBrClNO2 (ωB97M-V/def2-TZVPD)
N 1.05915 1.19681 0.63795
C -0.27153 1.13231 -1.37487
Cl -1.18831 0.34613 -2.56741
O 0.75390 2.32679 0.90048
C 0.17733 0.45693 -0.28949
O 2.10694 0.58341 0.92804
Br 0.29645 2.84070 -1.74801
H -0.01385 -0.67746 -0.19819
```

---

Entry 6:
The following is a quantum chemistry calculation of an isolated molecule of C5H13N, from the OMol25 dataset.

SMILES string: CC[C@@H](C)CN
HOMO level in eV: -8.61
Energy above the lowest of the compared OMol25 structures with the same formula, charge and spin in kJ/mol: 41.9

XYZ file:
```
19
C5H13N (ωB97M-V/def2-TZVPD)
H 1.26609 -1.85402 0.09683
C -1.60578 -0.15318 -0.41180
H 0.21261 0.01116 1.63050
H 2.38959 1.39823 0.00309
C 2.05573 0.64254 0.71765
N -2.19569 1.15236 -0.35601
H -0.38116 -2.36057 -0.13088
C -0.07497 -0.19765 -0.48128
H -2.02724 -0.73300 -1.24028
C 0.52876 0.54466 0.72526
H 2.43091 0.96071 1.69268
H -1.95976 -0.68870 0.46790
H 2.56322 -0.29753 0.50383
H 0.69284 -1.95903 -1.50652
H -2.54758 1.49337 0.51623
C 0.37509 -1.66729 -0.50649
H 0.13637 1.54637 0.74322
H 0.22353 0.29927 -1.40820
H -2.08255 1.86229 -1.05573
```

---

Entry 7:
The following is a quantum chemistry calculation of C20H23CeCl3O as an isolated structure at a distorted geometry, from the OMol25 dataset.

HOMO level in eV: -0.56
Net charge: -2
Energy above the lowest of the compared OMol25 structures with the same formula, charge and spin in kJ/mol: 0.0

XYZ file:
```
48
C20H23CeCl3O (ωB97M-V/def2-TZVPD)
C 0.06364 2.02488 -2.72802
C -0.55562 2.72971 -1.65082
H -2.21834 -1.36337 -1.82241
C -1.62277 1.92499 -1.15582
H 0.63090 3.15024 -4.45890
H 0.86560 4.20847 -1.06148
H -2.19153 2.84179 0.67616
H -3.45842 -0.26786 -2.49226
H 0.67511 -0.44692 -4.06138
C -2.65262 2.34684 -0.18000
H -0.79218 -1.85375 1.39966
Cl 2.95378 1.26115 -1.09873
H 3.53412 -2.23749 4.89143
C -0.62243 0.77975 -2.89262
C 1.17281 -3.43706 4.37955
Cl 0.97880 -1.96418 -1.34130
H 1.77788 3.26228 -3.11279
H -0.47831 -4.81520 4.53571
C -0.21662 4.10876 -1.21950
C -0.73618 -3.43206 2.88294
H 4.50041 -0.32360 3.66722
H -0.73151 0.16898 -4.95492
C 3.55020 -0.73986 3.35166
H 1.69912 1.78222 -4.09408
C -1.64708 0.70629 -1.89615
O -2.48354 -2.97650 0.14388
C -0.39198 -0.20538 -3.97831
C -0.04712 -3.97597 3.98738
C -0.23259 -2.32088 2.21855
H -3.37586 3.03381 -0.63815
C 2.84175 -0.18026 2.23670
H -0.72103 4.35745 -0.28237
H 1.70025 -3.85375 5.24129
H -0.51443 4.85906 -1.96652
H -2.27546 -3.83271 -0.29690
C 1.03999 -1.78273 2.55034
H -1.67592 -3.87548 2.54737
H 3.24565 0.67972 1.69614
H -3.20305 1.48236 0.19269
C 3.01156 -1.80103 4.04400
C -2.65814 -0.36471 -1.74308
C 1.75999 -2.35706 3.68562
H -3.12051 -0.32323 -0.75412
Ce 0.61332 0.42901 -0.49033
Cl 0.18419 1.88110 1.60702
C 1.09896 2.58145 -3.64150
C 1.66126 -0.73923 1.84681
H -0.93605 -1.13004 -3.76966
```

---

Entry 8:
The following is a quantum chemistry calculation of a 2-piece molecular cluster, C6H10N2O overall at a distorted geometry, from the OMol25 dataset.

SMILES string: [H]/N=C(\C)C(C)=O.CC#N
HOMO level in eV: -9.10
Energy above the lowest of the compared OMol25 structures with the same formula, charge and spin in kJ/mol: 188.2

XYZ file:
```
19
C6H10N2O (ωB97M-V/def2-TZVPD)
H -2.66011 -2.02229 -0.47226
H 2.24834 -1.74136 0.74522
H -1.22877 -1.91088 0.46346
H -0.08835 3.05766 -0.80990
O 0.49130 1.71535 1.36984
H 1.36488 2.17956 -1.34438
C -2.20698 -1.44324 0.33193
N -2.27650 1.08351 -0.18944
C -2.04896 -0.05169 -0.04288
H -0.23113 1.53296 -1.75824
H 1.11564 -1.72870 -1.28180
H -2.84432 -1.47154 1.21716
C 0.33551 2.07421 -1.00563
H 2.79498 -0.08390 0.77076
C 0.82406 -0.30094 -0.01683
C 0.28815 1.28129 0.26747
N 0.60175 -0.85715 -1.13032
C 1.92020 -0.71709 0.92572
H 1.60029 -0.59574 1.96011
```